1.
# C32H26N2O4PPdS2

A molecular structure, C32H26N2O4PPdS2 in a non-equilibrium geometry (wB97M-V/def2-TZVPD, OMol25).

```
68
Properties=species:S:1:pos:R:3:lowdin_spin:R:1
Pd 0.53883 0.89309 0.04196 1.238
C -3.06976 -4.30738 -0.74130 0.010
C -2.76996 -3.22592 -1.56808 -0.001
C -2.07824 -2.14217 -1.03619 0.011
C -1.70061 -2.13436 0.29228 0.038
C -1.98208 -3.21941 1.10926 0.016
C -2.67136 -4.31503 0.58645 0.001
P -0.96902 -0.62465 0.95879 0.175
C -0.25588 -1.07996 2.56160 0.020
C -0.79512 -0.77383 3.79654 0.009
C -0.06466 -1.05463 4.94370 0.000
C 1.21547 -1.65916 4.84766 0.007
C 1.69180 -2.04600 3.60303 0.000
C 0.96165 -1.72512 2.46394 0.010
C -2.41127 0.49532 1.15216 0.085
C -3.57190 0.13510 1.82457 0.035
C -4.59285 1.04310 2.00943 0.042
C -4.42142 2.36790 1.59325 0.068
C -3.28263 2.73939 0.90511 0.016
C -3.08452 4.09737 0.50612 0.231
C -1.95488 4.45107 -0.22620 0.034
C -1.08729 3.47559 -0.63288 0.193
C -1.11969 2.15680 -0.10298 0.364
C -2.27670 1.79975 0.62383 0.041
H -3.64158 -5.13182 -1.15372 0.001
H -3.07638 -3.19896 -2.59199 0.000
H -1.85018 -1.27562 -1.65752 0.001
H -1.64411 -3.24463 2.14362 0.001
H -2.95732 -5.13894 1.24069 0.000
H -1.73789 -0.25128 3.87776 0.001
H -0.43971 -0.80095 5.92567 0.000
H 1.81514 -1.85527 5.72907 0.000
H 2.65403 -2.54151 3.51620 0.000
H 1.40833 -1.94388 1.50677 0.004
H -3.66603 -0.85277 2.23941 0.001
H -5.52654 0.79805 2.51782 0.001
H -5.14888 3.13376 1.84402 0.002
H -3.87457 4.80924 0.73805 0.009
H -1.83047 5.46405 -0.50268 -0.002
H -0.36557 3.69016 -1.41043 0.013
N 1.26780 1.80533 2.03241 0.119
C 2.58307 2.18668 1.48609 0.018
C 3.52343 0.96997 1.39948 0.007
C 3.51294 0.09965 0.16444 0.011
O 4.52342 -0.48011 -0.17487 0.018
O 2.35375 -0.12936 -0.40533 0.191
H 0.76936 2.63827 2.27792 0.002
H 1.33206 1.17744 2.83864 0.003
H 3.17189 2.91118 2.06143 0.005
H 2.44176 2.58636 0.48280 0.008
H 3.32315 0.31333 2.23288 0.001
H 4.56363 1.27744 1.48588 0.000
O -0.77767 1.13379 -4.07245 0.011
S 0.52888 1.09855 -3.47569 0.006
O 0.99343 2.29719 -2.83095 0.016
N 0.52405 -0.10218 -2.31617 0.138
C 1.39521 -1.01269 -2.61937 0.072
S 1.68810 -2.36163 -1.59604 0.681
C 2.17676 -0.77546 -3.85134 0.011
C 3.29634 -1.47484 -4.31032 0.004
C 3.95215 -1.02583 -5.43964 0.001
C 3.53718 0.15834 -6.08095 -0.001
C 2.45601 0.87792 -5.62125 0.002
C 1.80280 0.40730 -4.47813 -0.001
H 3.61030 -2.34980 -3.74978 0.002
H 4.78128 -1.58093 -5.89890 0.000
H 4.07149 0.52790 -6.94279 0.000
H 2.23120 1.81970 -6.07282 0.000
```

Output
- ⟨S²⟩: 6.043
- Total energy: -79205.87824 eV
- LUMO energy (alpha / beta): -3.62 / -6.10 eV
- Multiplicity: 5
- Net charge: +1

2.
# C4H6N2

A molecular structure, C4H6N2 in a non-equilibrium geometry (wB97M-V/def2-TZVPD, OMol25).

```
12
Properties=species:S:1:pos:R:3:lowdin_charge:R:1
C -2.00251 -0.49133 0.03896 -0.083
C -0.46269 -0.08711 0.05803 -0.074
C 0.66216 -0.76111 -0.17515 -0.120
N 2.08999 -0.08350 -0.10420 -0.071
N 1.96589 1.22355 0.15291 -0.080
C 0.75174 1.53492 0.32919 -0.029
H -2.59101 0.24113 -0.52896 0.058
H -2.22011 -1.47678 -0.42712 0.072
H -2.45066 -0.53815 1.04415 0.061
H 0.88259 -1.77063 -0.40320 0.074
H 3.03984 -0.30364 -0.48081 0.138
H 0.33476 2.51266 0.49621 0.055
```

Output
- Total energy: -7221.13765 eV
- LUMO energy: 1.05 eV
- Multiplicity: 1
- Net charge: 0
- Energy above the lowest of the compared OMol25 structures with the same formula, charge and spin: 4.4533 eV

3.
# C5H8N2

A single C5H8N2 molecule in a non-equilibrium geometry (wB97M-V/def2-TZVPD, OMol25).

```
15
Properties=species:S:1:pos:R:3:lowdin_charge:R:1
C -0.30008 1.55458 -0.43358 -0.143
N -1.16454 0.97406 -1.21309 -0.026
N -1.89674 -0.13083 -0.83629 0.007
C -1.15203 -1.16137 -0.49515 -0.121
C 0.38542 -1.09476 -0.46720 -0.172
C 1.04430 -0.21747 0.62183 -0.222
C 0.16745 0.94174 0.88665 -0.214
H 0.05680 2.64787 -0.60574 0.133
H -1.68195 -2.14765 -0.34345 0.116
H 0.70680 -0.67598 -1.39245 0.096
H 0.77368 -2.07406 -0.50802 0.086
H 2.00658 0.04449 0.22387 0.110
H 1.12813 -0.74302 1.53159 0.095
H 0.68360 1.58769 1.68575 0.135
H -0.75741 0.49470 1.34529 0.120
```

Output
- Total energy: -8292.46752 eV
- LUMO energy: 0.95 eV
- Multiplicity: 1
- Structure (SMILES): C1=NN=CCCC1
- Net charge: 0
- Energy above the lowest of the compared OMol25 structures with the same formula, charge and spin: 2.5288 eV

4.
# C2CrO4

A molecular structure, C2CrO4 in a non-equilibrium geometry (wB97M-V/def2-TZVPD, OMol25).

```
7
Properties=species:S:1:pos:R:3:lowdin_spin:R:1
O -0.49314 1.87015 -0.70236 -0.043
C -0.04640 2.61946 -1.43077 -0.201
O 0.52719 -0.82476 1.29354 0.139
O -0.01479 -1.86639 -0.62681 0.122
C 0.76109 -1.62210 0.22175 0.006
O 1.77029 -0.80633 0.39153 0.038
Cr -1.35644 0.53385 0.56446 2.938
```

Output
- ⟨S²⟩: 4.190
- Total energy: -38633.42125 eV
- LUMO energy (alpha / beta): -22.97 / -21.66 eV
- Multiplicity: 4
- Net charge: +3

5.
# C32H34ClIrNPSi

A molecular structure, C32H34ClIrNPSi in a non-equilibrium geometry (wB97M-V/def2-TZVPD, OMol25).

```
71
Properties=species:S:1:pos:R:3:lowdin_spin:R:1
C 2.63097 2.89767 0.59478 0.019
C 2.02904 2.24609 -0.54069 0.082
C 0.72781 2.82094 -0.74682 0.031
H 2.45673 1.44577 -1.13459 0.010
C 0.50892 3.80705 0.26959 0.087
C 1.68286 3.87081 1.08705 0.066
H 1.83843 4.52889 1.93255 0.006
H 3.61748 2.71106 1.00301 0.000
H 0.05163 2.55680 -1.55304 0.002
H -0.38507 4.40917 0.39814 0.007
Ir 0.87794 1.87838 1.20244 1.067
Cl -1.15779 0.83735 0.80081 0.175
P -0.95449 -0.54027 -2.08033 0.191
C -1.85540 0.24338 -3.46964 0.010
C -1.61402 -0.03515 -4.82444 0.007
H -0.83432 -0.74102 -5.11173 0.000
C -2.37942 0.59199 -5.81269 0.001
H -2.19449 0.35968 -6.86463 0.000
C -3.37400 1.50848 -5.45491 0.009
H -3.96833 1.99878 -6.22844 0.001
C -3.60748 1.80213 -4.10342 0.000
H -4.39000 2.51049 -3.82119 0.000
C -2.83957 1.19031 -3.11413 0.009
H -2.99241 1.42979 -2.05990 0.000
C 0.37770 -1.41535 -2.97991 0.068
C 1.53270 -0.65792 -3.27397 0.012
H 1.58325 0.38684 -2.96016 0.002
C 2.58920 -1.24106 -3.96957 0.001
H 3.47676 -0.64716 -4.20176 0.000
C 2.50991 -2.58335 -4.36919 0.007
H 3.33964 -3.03708 -4.91456 0.000
C 1.37328 -3.34082 -4.06718 0.001
H 1.30609 -4.38631 -4.37862 0.000
C 0.31267 -2.76402 -3.36105 0.016
H -0.56362 -3.36410 -3.11457 0.004
C -2.08583 -1.92482 -1.66584 0.460
C -3.18729 -2.30785 -2.44804 0.167
H -3.43509 -1.75900 -3.35691 0.004
C -3.96975 -3.40291 -2.06642 0.178
H -4.81487 -3.70466 -2.69073 0.005
C -3.67289 -4.10618 -0.89460 0.454
H -4.28763 -4.95786 -0.59684 0.026
C -2.58624 -3.71606 -0.09769 0.088
H -2.34591 -4.26290 0.81810 -0.003
C -1.80542 -2.62574 -0.47450 0.258
H -0.97341 -2.30025 0.15082 0.011
C 4.10436 0.33615 3.08869 0.005
Si 2.66698 1.24863 3.83883 0.028
C 2.40363 0.74792 5.61788 0.000
C 3.09801 3.06967 3.94454 0.003
N 1.18780 0.95020 2.83723 0.344
C 0.12817 0.29197 3.45446 0.037
C -0.27827 -1.00224 3.03465 0.016
C -1.34246 -1.63183 3.66389 0.001
C -1.96811 -1.03744 4.76562 0.008
C -1.55267 0.21990 5.20636 0.001
C -0.53576 0.89721 4.54719 0.017
H 4.98949 0.50421 3.72067 0.000
H 4.34047 0.68204 2.07496 0.000
H 3.92289 -0.74499 3.04793 0.000
H 3.36101 0.88848 6.14065 0.000
H 1.65492 1.36150 6.13594 0.000
H 2.10994 -0.30134 5.73273 0.000
H 3.42486 3.53461 3.00864 0.000
H 2.27315 3.66500 4.35676 0.000
H 3.94299 3.12936 4.64747 0.000
H 0.22915 -1.44839 2.17685 -0.001
H -1.68066 -2.59794 3.29203 0.001
H -2.77124 -1.55795 5.28875 0.000
H -2.02451 0.68080 6.07274 0.000
H -0.23243 1.90441 4.84994 0.000
```

Output
- ⟨S²⟩: 6.027
- Total energy: -67749.35414 eV
- LUMO energy (alpha / beta): 0.44 / -2.66 eV
- Multiplicity: 5
- Net charge: 0
- Energy above the lowest of the compared OMol25 structures with the same formula, charge and spin: 0.1967 eV

6.
# C59H74BiBr2ClIN8O2P

A molecular structure, C59H74BiBr2ClIN8O2P (wB97M-V/def2-TZVPD, OMol25).

```
149
Properties=species:S:1:pos:R:3:lowdin_charge:R:1
Bi 0.38144 0.16066 0.02476 1.858
Br -1.79487 3.96074 -3.98152 0.718
C 0.00176 3.33392 -4.04284 -0.628
C 0.76062 3.62655 -5.17009 -0.209
C 2.06130 3.20786 -5.25224 -0.643
Br 3.04989 3.62468 -6.83761 0.672
C 2.66886 2.50748 -4.18598 -0.203
C 4.01488 2.08348 -4.17496 -0.055
C 4.51877 1.45275 -3.07411 -0.054
C 3.67292 1.22983 -1.97565 -0.137
N 2.41410 1.58712 -1.95933 0.116
C 1.89103 2.21553 -3.03251 -0.151
C 0.47218 2.59453 -2.92960 -0.512
O -0.23665 2.27187 -1.94976 -0.193
H 0.31376 4.18337 -5.98245 0.084
H 4.63494 2.27093 -5.04200 0.065
H 5.55056 1.12701 -3.04024 0.097
H 4.05176 0.73892 -1.08589 0.095
Cl 6.60107 -3.58833 1.44891 0.620
C 5.21011 -2.90261 0.63156 -0.625
C 4.80798 -3.43039 -0.56417 -0.201
C 3.68945 -2.91362 -1.22932 -0.626
I 3.22866 -3.63922 -3.13677 0.886
C 2.89528 -1.88074 -0.71228 -0.497
O 1.82778 -1.43878 -1.24478 -0.258
C 3.40614 -1.29539 0.51852 -0.188
N 2.73500 -0.20465 0.95194 0.013
C 3.16992 0.47969 1.98917 -0.121
C 4.29039 0.05208 2.72224 -0.033
C 4.95620 -1.08104 2.34482 -0.026
C 4.54494 -1.78458 1.18709 -0.185
H 5.36449 -4.24747 -1.00289 0.081
H 2.63344 1.40247 2.20895 0.066
H 4.61403 0.62176 3.58423 0.096
H 5.81279 -1.43652 2.90197 0.084
C 1.45358 -1.92787 3.95004 -0.062
C 0.39802 -2.78509 3.25235 -0.349
C 0.89753 -3.30892 1.90800 -0.054
C -0.97087 -2.12131 3.14066 -0.131
C -2.04366 -2.85635 3.65248 -0.063
C -3.31179 -2.32133 3.77038 -0.110
C -3.52562 -1.01366 3.36069 -0.067
C -2.50874 -0.26688 2.78561 -0.133
C -2.78414 1.15831 2.32096 -0.365
C -3.77722 1.90023 3.21491 -0.081
C -3.25130 1.20920 0.86101 -0.053
C -1.21339 -0.82588 2.65190 -0.232
N -0.18367 0.02550 2.16551 -0.231
C 0.14239 0.98362 3.15433 -0.248
C 0.70220 2.21229 3.05868 -0.271
N 1.18087 2.85675 1.97094 0.006
C 1.70080 4.10990 2.17364 -0.195
C 2.55732 4.48896 3.24766 -0.142
C 2.90537 5.82751 3.41662 -0.088
C 2.47607 6.81957 2.55287 -0.121
C 1.70999 6.43992 1.45601 -0.071
C 1.34916 5.12213 1.24044 -0.140
C 0.50389 4.75804 0.03280 -0.376
C -0.94406 5.21672 0.22568 -0.059
C 1.08329 5.33471 -1.26100 -0.060
C 3.19077 3.48797 4.20953 -0.388
C 4.72172 3.58155 4.16227 -0.085
C 2.71507 3.68537 5.65322 -0.075
H 2.38208 -2.49715 4.05542 0.075
H 1.11473 -1.63194 4.94487 0.080
H 1.66569 -1.02310 3.38976 0.035
H 0.24158 -3.65974 3.89474 0.116
H 0.90691 -2.51202 1.16620 0.029
H 0.23362 -4.09368 1.54059 0.054
H 1.90664 -3.72136 1.99626 0.091
H -1.85544 -3.86401 4.00963 0.099
H -4.11732 -2.90462 4.20162 0.089
H -4.50835 -0.57746 3.48746 0.098
H -1.84120 1.70372 2.38093 0.103
H -4.79806 1.52590 3.09579 0.062
H -3.78562 2.95938 2.95052 0.074
H -3.49997 1.81331 4.26736 0.079
H -4.29768 0.90452 0.77198 0.068
H -2.65966 0.54194 0.23903 0.033
H -3.16073 2.22412 0.46616 0.079
H -0.16179 0.70531 4.16002 0.107
H 0.68584 2.74322 4.01467 0.096
H 3.54199 6.10487 4.25068 0.092
H 2.74714 7.85612 2.71577 0.078
H 1.37502 7.20054 0.75981 0.095
H 0.49755 3.67003 -0.04681 0.089
H -1.01009 6.30927 0.22172 0.069
H -1.33198 4.85672 1.18013 0.073
H -1.57736 4.82824 -0.57516 0.060
H 1.15514 6.42347 -1.22190 0.062
H 0.44666 5.07891 -2.11085 0.049
H 2.08108 4.93492 -1.44879 0.085
H 2.90980 2.47975 3.90098 0.090
H 5.06664 4.56444 4.48613 0.061
H 5.08839 3.41765 3.14769 0.082
H 5.17616 2.83781 4.82411 0.065
H 3.04814 4.65357 6.03637 0.068
H 3.11576 2.90614 6.30733 0.071
H 1.62739 3.65889 5.71435 0.067
N -0.97324 -1.45891 -0.33013 -0.380
P -1.66311 -2.07744 -1.56268 0.563
N -3.33348 -2.27991 -1.32441 -0.177
C -3.71377 -2.85990 -0.03969 -0.222
C -5.12020 -2.44650 0.39608 -0.168
C -6.13546 -2.49941 -0.76114 -0.196
C -5.53220 -3.20622 -1.96711 -0.197
C -4.29081 -2.44875 -2.42059 -0.223
N -1.02462 -3.59285 -1.90756 -0.187
C -1.54265 -4.49329 -2.91358 -0.222
C -2.19411 -5.71471 -2.26689 -0.184
C -1.18334 -6.41345 -1.35732 -0.206
C -0.58467 -5.42902 -0.35118 -0.191
C -0.01055 -4.21283 -1.07640 -0.232
N -1.68407 -1.39656 -3.08905 -0.192
C -0.48636 -1.60373 -3.93262 -0.193
C -0.27393 -0.43751 -4.88577 -0.172
C -1.55321 -0.06056 -5.63380 -0.178
C -2.75382 0.08991 -4.67119 -0.174
C -2.30537 -0.07327 -3.22559 -0.216
H -2.98408 -2.52550 0.69828 0.088
H -3.65785 -3.95987 -0.07004 0.096
H -5.07826 -1.44161 0.80676 0.086
H -5.42558 -3.11115 1.20790 0.105
H -6.39718 -1.48272 -1.06965 0.106
H -7.06166 -2.98583 -0.44483 0.097
H -6.24253 -3.23713 -2.79767 0.107
H -5.28098 -4.24051 -1.71487 0.102
H -4.62103 -1.46517 -2.77959 0.101
H -3.84433 -2.94992 -3.27990 0.089
H -0.70789 -4.83506 -3.54582 0.119
H -2.24422 -3.96730 -3.55650 0.088
H -2.56233 -6.40272 -3.03515 0.104
H -3.05209 -5.38015 -1.67586 0.089
H -0.37305 -6.81366 -1.97872 0.109
H -1.64731 -7.26076 -0.84405 0.100
H 0.20314 -5.91888 0.22895 0.108
H -1.35804 -5.08972 0.34616 0.106
H 0.82244 -4.53630 -1.71175 0.054
H 0.35770 -3.46154 -0.38320 0.051
H -0.62226 -2.51832 -4.52247 0.102
H 0.40867 -1.74041 -3.31907 0.076
H 0.51136 -0.71083 -5.59484 0.117
H 0.09449 0.42410 -4.33375 0.093
H -1.77105 -0.82976 -6.38197 0.099
H -1.38511 0.87231 -6.17655 0.099
H -3.49634 -0.68585 -4.88214 0.095
H -3.23485 1.05913 -4.79939 0.085
H -3.15734 -0.02138 -2.54617 0.102
H -1.63064 0.73295 -2.93336 0.087
```

Output
- Total energy: -254242.08609 eV
- LUMO energy: 3.51 eV
- Multiplicity: 1
- Net charge: -2
- Energy above the lowest of the compared OMol25 structures with the same formula, charge and spin: 0.0067 eV